(1)
C19H23FN | ωB97M-V/def2-TZVPD

ΔE to the lowest compared entry with this formula, charge and spin: 26.05 kcal per mole
energy: -24274.7680 eV
orbital gap: 4.67 eV
strongest force on any atom: 0.041 Eh/bohr
charge: +1

Structure (XYZ):
```
44
C19H23FN, DFT ωB97M-V/def2-TZVPD
C -1.148 1.778 -1.241
N -1.221 1.453 0.143
C -0.174 1.910 1.020
C 0.280 0.987 2.163
C -0.813 0.072 2.702
C -1.588 -0.632 1.589
C -2.032 0.289 0.453
H -1.375 0.944 -1.917
H -1.932 2.512 -1.396
H -0.183 2.186 -1.560
H 0.696 2.167 0.401
H -0.476 2.869 1.487
H 1.124 0.385 1.802
H 0.642 1.610 2.989
H -0.365 -0.686 3.362
H -1.513 0.656 3.334
H -0.974 -1.434 1.158
H -2.479 -1.093 2.025
H -3.067 0.607 0.662
H -2.112 -0.302 -0.472
F -7.490 5.778 2.338
C -6.359 5.495 1.616
C -5.968 4.161 1.505
C -4.818 3.891 0.786
C -4.060 4.910 0.116
C -2.848 4.504 -0.515
C -2.149 5.247 -1.540
C -1.603 4.607 -2.694
C -0.856 5.295 -3.636
C -0.832 6.688 -3.643
C -1.438 7.372 -2.566
C -1.943 6.668 -1.477
C -4.597 6.234 0.182
C -5.665 6.549 1.008
H -6.571 3.369 1.939
H -4.451 2.867 0.712
H -2.459 3.555 -0.155
H -1.791 3.557 -2.886
H -0.314 4.735 -4.401
H -0.332 7.237 -4.441
H -1.501 8.466 -2.583
H -2.197 7.194 -0.558
H -4.128 7.030 -0.395
H -6.009 7.575 1.137
```


(2)
C19H23FN2O | ωB97M-V/def2-TZVPD

ΔE to the lowest compared entry with this formula, charge and spin: 20.15 kcal per mole
energy: -27821.5684 eV
orbital gap: 8.73 eV
strongest force on any atom: 0.008 Eh/bohr
SMILES string: Oc1ccc(C[C@H]2CNCCN2CCc2cccc(F)c2)cc1
charge: 0

Structure (XYZ):
```
46
C19H23FN2O, DFT ωB97M-V/def2-TZVPD
O -2.856 -4.773 -3.047
C -2.492 -3.875 -2.091
C -1.224 -3.873 -1.522
C -0.901 -2.942 -0.553
C -1.828 -1.997 -0.129
C -1.449 -0.974 0.897
C -0.571 0.144 0.273
C -1.383 1.018 -0.701
N -2.336 1.888 -0.043
C -1.665 2.706 0.947
C -0.861 1.875 1.954
N 0.062 1.015 1.243
C 1.076 0.412 2.079
C 2.339 1.297 2.111
C 2.915 1.381 0.731
C 3.932 0.526 0.323
C 4.409 0.558 -0.976
C 3.872 1.440 -1.898
C 2.859 2.283 -1.481
F 2.322 3.150 -2.369
C 2.375 2.272 -0.188
C -3.093 -2.010 -0.706
C -3.428 -2.935 -1.675
H -2.116 -5.359 -3.243
H -0.491 -4.603 -1.839
H 0.087 -2.954 -0.116
H -2.349 -0.538 1.335
H -0.879 -1.449 1.699
H 0.234 -0.337 -0.297
H -1.912 0.383 -1.413
H -0.688 1.658 -1.252
H -3.058 1.331 0.405
H -2.407 3.314 1.469
H -0.985 3.371 0.407
H -0.283 2.543 2.598
H -1.551 1.302 2.602
H 0.718 0.256 3.108
H 1.354 -0.561 1.667
H 2.069 2.291 2.467
H 3.060 0.860 2.803
H 4.356 -0.171 1.031
H 5.203 -0.109 -1.276
H 4.225 1.481 -2.916
H 1.581 2.942 0.096
H -3.833 -1.289 -0.392
H -4.410 -2.947 -2.121
```


(3)
C19H23FN4O3S | ωB97M-V/def2-TZVPD

ΔE to the lowest compared entry with this formula, charge and spin: 1.80 kcal per mole
energy: -45733.7991 eV
orbital gap: 9.20 eV
strongest force on any atom: 0.023 Eh/bohr
SMILES string: CC(C)NC(=O)CN(Cc1ccc(F)cc1)C(=O)CCC(=O)Nc1nccs1
charge: 0

Structure (XYZ):
```
51
C19H23FN4O3S, DFT ωB97M-V/def2-TZVPD
C -1.183 -5.927 -0.770
C -1.694 -4.886 0.222
C -0.803 -4.815 1.461
N -1.743 -3.588 -0.421
C -2.834 -2.810 -0.449
O -3.920 -3.109 0.003
C -2.557 -1.441 -1.090
N -1.818 -0.605 -0.158
C -2.605 0.156 0.785
C -2.912 1.567 0.333
C -2.491 2.053 -0.896
C -2.790 3.348 -1.285
C -3.518 4.149 -0.427
F -3.812 5.412 -0.798
C -3.951 3.691 0.805
C -3.643 2.397 1.177
C -0.469 -0.645 -0.179
O 0.131 -1.423 -0.909
C 0.249 0.316 0.747
C 1.736 0.390 0.410
C 2.547 0.790 1.613
O 2.081 0.969 2.715
N 3.901 0.955 1.433
C 4.740 0.801 0.365
N 6.004 1.030 0.487
C 6.671 0.819 -0.672
C 5.911 0.415 -1.718
S 4.256 0.287 -1.246
H -0.171 -5.681 -1.086
H -1.174 -6.911 -0.310
H -1.824 -5.960 -1.647
H -2.722 -5.120 0.516
H 0.208 -4.529 1.180
H -0.768 -5.782 1.955
H -1.191 -4.081 2.164
H -0.870 -3.203 -0.765
H -1.957 -1.568 -1.994
H -3.502 -0.954 -1.335
H -3.546 -0.384 0.936
H -2.098 0.189 1.754
H -1.922 1.421 -1.562
H -2.468 3.735 -2.239
H -4.517 4.343 1.452
H -3.973 2.023 2.135
H 0.149 -0.046 1.775
H -0.206 1.305 0.697
H 1.910 1.096 -0.404
H 2.065 -0.595 0.061
H 4.395 1.234 2.277
H 7.733 0.978 -0.691
H 6.205 0.188 -2.722
```